Record 1
Density functional theory data (ωB97M-V/def2-TZVPD) for a cluster of 4 separate species, C37H56N2O3P in total in a non-equilibrium geometry.

Values from the calculation:
Energy ... -2119.51126 Ha
HOMO-LUMO gap ... 7.7 eV

```
! wB97M-V def2-TZVPD RIJCOSX def2/J DEFGRID3
* xyz 1 1
C 2.10426 4.76441 1.91880
C 3.27535 4.46989 0.82326
O 2.62418 4.50692 -0.46947
C 3.34897 3.75228 -1.45809
C 3.22598 2.15613 -1.29704
O 1.82966 1.67876 -1.43167
N 1.94344 0.38174 -1.78013
C 2.04068 -0.04223 -3.16613
C 1.97166 1.00814 -4.35832
C 0.44619 1.34321 -4.81599
C -0.39439 2.11642 -3.67996
C -1.19585 1.13271 -2.69047
C -2.61013 1.77420 -2.20653
O -3.40996 0.67966 -1.71121
C -3.63118 0.76137 -0.28149
N 2.18869 -1.46358 -3.21801
C 2.17110 -1.92571 -1.83719
P 2.37978 -3.78267 -1.60053
C 4.09154 -4.25200 -0.95437
C 0.97927 -4.56412 -0.60377
C 1.98311 -0.74763 -0.86411
C 1.87185 -0.84675 0.72084
C 0.46089 -1.62090 1.02626
C 1.73464 0.58613 1.46249
C 1.33107 0.45850 3.02116
H 2.54715 5.35063 2.79027
H 1.32422 5.39474 1.36986
H 1.63428 3.76935 2.22186
H 4.14436 5.22396 0.91174
H 3.70912 3.45140 1.10537
H 3.06597 4.03298 -2.53985
H 4.47668 4.00384 -1.36477
H 3.69780 1.83904 -0.30237
H 3.90931 1.70724 -2.11592
H 2.51471 2.00050 -4.12619
H 2.48483 0.61269 -5.31634
H -0.10477 0.39650 -5.17439
H 0.47381 2.04291 -5.73062
H 0.32107 2.81756 -3.11078
H -1.17271 2.79402 -4.17873
H -1.34602 0.12991 -3.22562
H -0.59075 0.93618 -1.72913
H -2.33979 2.54264 -1.40381
H -3.07653 2.31409 -3.11248
H -3.66586 1.83278 0.12384
H -4.65305 0.27855 -0.04582
H -2.85728 0.11809 0.27702
H 2.27347 -2.06628 -4.04585
H 4.15533 -5.40608 -0.96717
H 4.35051 -3.84589 0.07859
H 4.85089 -3.89717 -1.73841
H 0.01739 -4.41616 -1.19486
H 1.18178 -5.70317 -0.60378
H 0.92273 -4.25748 0.49127
H 2.76613 -1.36727 1.22383
H -0.36165 -0.89188 1.36176
H 0.10041 -2.06422 0.03514
H 0.66210 -2.42057 1.82794
H 0.89400 1.20606 0.96800
H 2.67784 1.22519 1.41214
H 0.17978 0.42673 3.08733
H 1.63230 1.45193 3.52042
H 1.77369 -0.45758 3.53250
C -5.71486 -2.39379 1.44306
C -6.29666 -2.64017 2.68276
C -5.49362 -2.88420 3.79318
C -4.10782 -2.87201 3.66511
C -3.52621 -2.62196 2.42600
C -4.32923 -2.38710 1.31407
H -6.34116 -2.20691 0.57699
H -7.37704 -2.64288 2.78383
H -5.94758 -3.08288 4.75818
H -3.48164 -3.05739 4.53149
H -2.44506 -2.61097 2.32669
H -3.87538 -2.19766 0.34713
C -9.61174 -5.45010 4.79930
C -10.19331 -5.69642 6.03904
C -9.39052 -5.94024 7.14896
C -8.00471 -5.92812 7.02113
C -7.42290 -5.67810 5.78222
C -8.22606 -5.44327 4.66998
H -10.23820 -5.26341 3.93341
H -11.27359 -5.69920 6.14016
H -9.84441 -6.13883 8.11388
H -7.37868 -6.11352 7.88752
H -6.34207 -5.66709 5.68301
H -7.77220 -5.25378 3.70294
C 8.14327 6.82087 -3.83900
C 8.98776 5.71573 -3.88045
C 8.45359 4.43140 -3.90594
C 7.07350 4.25239 -3.89982
C 6.22902 5.35782 -3.86212
C 6.76336 6.64191 -3.82736
H 8.56034 7.82191 -3.81577
H 10.06353 5.85569 -3.89211
H 9.11231 3.57000 -3.93159
H 6.65652 3.25059 -3.92466
H 5.15248 5.21807 -3.85910
H 6.10493 7.50307 -3.79248
*
```


Record 2
Density functional theory data (ωB97M-V/def2-TZVPD) for a structure of composition C27H22N2O3PtS3.

Values from the calculation:
Energy ... -2691.09565 Ha
HOMO-LUMO gap ... 4.3 eV

```
! wB97M-V def2-TZVPD RIJCOSX def2/J DEFGRID3
* xyz -2 1
Pt 1.94653 0.58784 0.23875
S 4.76532 1.12941 -1.04006
C 3.81236 2.46780 -0.70140
N 2.57659 2.46166 -0.20287
C 2.01483 3.71524 -0.08152
C 0.73731 3.98158 0.41257
C 0.31436 5.29633 0.47685
C 1.13842 6.34968 0.06553
C 2.41069 6.08920 -0.41898
C 2.83991 4.76942 -0.48899
S 4.35712 4.12256 -1.03848
H 0.11646 3.14736 0.72022
H -0.67804 5.51165 0.85609
H 0.78504 7.37277 0.12680
H 3.05916 6.89777 -0.73669
O 2.62501 0.79681 2.00173
S -1.14057 0.90084 0.29818
C -2.82837 0.97758 -0.12837
C -3.76819 -0.01753 0.21892
C -5.10816 0.06560 -0.13022
C -5.59585 1.15044 -0.85028
C -4.69455 2.15405 -1.20481
C -3.35884 2.07126 -0.85557
H -3.41747 -0.86428 0.79656
H -5.78407 -0.73035 0.17018
H -6.64293 1.21630 -1.12296
H -5.04288 3.01746 -1.76464
H -2.67252 2.85992 -1.14293
C -1.69512 -2.91336 0.36922
O -0.75670 -3.50087 -0.53721
C -0.14210 -2.62902 -1.38675
C -0.81508 -1.61534 -2.05282
C -0.13845 -0.80708 -2.95124
C 1.20946 -1.01358 -3.20717
C 1.88762 -2.02019 -2.53936
C 1.22131 -2.81197 -1.61600
N 1.93634 -3.84192 -0.95021
C 1.92673 -4.20392 0.34077
C 1.43290 -3.53733 1.44828
C 1.08915 -4.29453 2.61948
C 0.70647 -3.66913 3.75646
C 0.67720 -2.23367 3.81309
C 1.02320 -1.46155 2.75677
C 1.40893 -2.08519 1.51117
O 1.74412 -1.43796 0.49243
H -1.82177 -3.62815 1.18154
H -2.65339 -2.74537 -0.12667
H -1.32203 -1.96196 0.75696
H -1.86379 -1.44329 -1.84974
H -0.66670 0.01030 -3.42389
H 1.74930 -0.35944 -3.87870
H 2.95688 -2.14212 -2.66618
H 2.65403 -4.26810 -1.51408
H 2.47687 -5.12908 0.50354
H 1.12152 -5.37785 2.56187
H 0.42347 -4.24660 4.62883
H 0.37479 -1.75803 4.73969
H 1.08819 -0.37209 2.74632
*
```


Record 3
Density functional theory data (ωB97M-V/def2-TZVPD) for a structure of composition C8H10Br12O2 in a non-equilibrium geometry.

Values from the calculation:
Energy ... -31349.44165 Ha
HOMO-LUMO gap ... 9.6 eV

```
! wB97M-V def2-TZVPD RIJCOSX def2/J DEFGRID3
* xyz 0 1
O -0.50840 1.86064 2.34418
C 0.11579 1.82433 1.34203
O 1.24867 1.11658 1.23205
C 1.66228 1.05722 -0.16257
C 1.04249 2.28579 -0.79707
C -0.25850 2.38705 -0.00660
H 1.25419 0.13803 -0.58750
H 2.74708 1.03220 -0.17170
H 0.91083 2.19181 -1.86903
H 1.69379 3.13512 -0.57039
H -0.92901 1.58438 -0.36027
H -0.77944 3.33200 0.05171
C -1.57792 -2.88225 -0.43724
Br -0.58102 -4.52386 -0.45206
Br -2.12978 -2.47601 1.34804
Br -3.06928 -2.95777 -1.64704
H -0.91550 -2.12127 -0.81693
C -3.27685 0.89243 -2.53177
Br -3.47184 0.55613 -0.66109
Br -4.89260 0.67378 -3.48758
Br -1.80711 -0.01266 -3.38071
H -3.00474 1.93291 -2.55669
C 3.21078 -2.09271 -3.13294
Br 4.25168 -3.20414 -2.00070
Br 4.03217 -0.37936 -3.37495
Br 1.41522 -1.88550 -2.49962
H 3.12884 -2.57203 -4.09287
C 0.09654 -0.17620 5.72125
Br -1.73667 -0.31083 6.25863
Br 1.06562 -1.77868 6.14221
Br 0.93074 1.38772 6.50054
H 0.13194 -0.01484 4.65667
*
```


Record 4
Density functional theory data (ωB97M-V/def2-TZVPD) for a structure of composition C27H35N6O5PRuS3.

Values from the calculation:
Energy ... -3384.67353 Ha
<S²> ... 0.765
HOMO-LUMO gap (spin up / spin down) ... 7.5 / 6.5 eV

```
! wB97M-V def2-TZVPD RIJCOSX def2/J DEFGRID3
* xyz 3 2
Ru 0.61461 0.61698 0.91225
C -3.79242 -4.59909 -3.95328
C -3.17607 -3.38748 -3.32289
C -2.81446 -3.38199 -1.97268
C -2.25726 -2.26195 -1.38676
C -2.05098 -1.13278 -2.17345
C -2.39667 -1.10420 -3.52174
C -2.96059 -2.23442 -4.08191
S -1.38014 0.28942 -1.45037
O -1.16334 1.32344 -2.42563
O -2.18052 0.63947 -0.27528
N 0.08175 -0.12234 -0.76501
C 1.09952 -0.81600 -1.45051
C 1.12704 -1.24229 -2.75616
C 2.22836 -1.99095 -3.22687
C 3.27233 -2.32649 -2.41065
C 3.27540 -1.89836 -1.05959
C 4.27233 -2.22770 -0.11623
C 4.15440 -1.79711 1.18126
C 3.06263 -1.00258 1.54811
N 2.13340 -0.64768 0.67652
C 2.20137 -1.11675 -0.61068
H -3.88205 -5.42022 -3.24601
H -3.19533 -4.93633 -4.80140
H -4.78720 -4.36385 -4.33413
H -2.98229 -4.26841 -1.37459
H -1.99215 -2.26484 -0.33667
H -2.22974 -0.21304 -4.11175
H -3.24316 -2.22455 -5.12699
H 0.31390 -1.01895 -3.43157
H 2.22923 -2.31411 -4.25878
H 4.09850 -2.91828 -2.78173
H 5.11653 -2.83440 -0.41960
H 4.88979 -2.06131 1.92755
H 2.92729 -0.64848 2.56174
C 3.80928 2.18634 3.64994
S 2.55502 2.65890 2.47484
C 1.93317 4.11369 3.29011
O 1.43720 1.59902 2.67074
H 4.54479 2.99032 3.69033
H 4.29206 1.28167 3.28814
H 3.35428 2.02801 4.62647
H 2.74934 4.83243 3.36777
H 1.56811 3.84089 4.27982
H 1.15337 4.53482 2.65790
N -2.71957 3.07126 0.62277
C -2.06963 4.02918 -0.31489
P -0.23134 3.97173 -0.18245
O 0.29026 5.17467 0.51705
O 0.09456 2.58688 0.33411
C 0.43040 4.13140 -1.90373
N 0.89943 5.55529 -2.06372
H -3.73314 3.19788 0.62775
H -2.38403 3.15192 1.58473
H -2.51113 2.08535 0.30534
H -2.40882 5.04004 -0.09248
H -2.39211 3.75083 -1.31863
H -0.26087 3.86439 -2.69946
H 1.29892 3.47871 -1.97759
H 0.20861 6.14414 -2.53185
H 1.76913 5.62787 -2.59362
H 1.03187 5.92567 -1.09926
N -1.30328 1.30387 3.26570
C -1.20422 -0.05686 3.06791
N -0.39195 -0.60281 2.18552
C -0.54546 -2.00976 2.15586
C 0.09334 -2.92905 1.32786
C -0.22160 -4.26982 1.45203
C -1.16499 -4.71614 2.37875
C -1.82217 -3.81519 3.19231
C -1.49995 -2.47007 3.06343
S -2.18689 -1.14500 3.95205
H -0.38663 1.75109 3.25734
H -1.82617 1.53938 4.10002
H 0.80895 -2.62166 0.58470
H 0.27599 -4.98748 0.81360
H -1.38569 -5.77134 2.45956
H -2.56244 -4.14483 3.90870
*
```


Record 5
Density functional theory data (ωB97M-V/def2-TZVPD) for a cluster of 2 separate species, C6H13NO in total in a non-equilibrium geometry.

Values from the calculation:
Energy ... -366.30289 Ha
HOMO-LUMO gap ... 9.2 eV

```
! wB97M-V def2-TZVPD RIJCOSX def2/J DEFGRID3
* xyz 0 1
C -0.27674 0.64239 -2.26397
N 0.96161 1.26420 -1.85171
C 1.75165 0.26930 -1.08990
C -0.78882 -1.48885 2.25056
C 0.54008 -1.29886 2.24477
C 1.15832 -1.15490 0.88312
C 1.23708 0.03833 0.24414
H -1.00563 0.54614 -1.40629
H -0.20616 -0.45604 -2.62856
H -0.80246 1.19419 -3.11904
H 0.76498 2.13178 -1.30713
H 2.74586 0.69871 -1.18489
H 1.86415 -0.68601 -1.69442
H -1.61300 -1.54823 1.45161
H -1.30321 -1.79635 3.11993
H 1.16900 -1.48989 3.16276
H 1.47540 -2.09164 0.37155
H 0.88884 0.97210 0.74287
H -3.02387 0.62909 0.57530
H -3.05551 2.13835 0.93652
O -2.48154 1.48620 0.56279
*
```


- Number 1 is which compound?
  C37H56N2O3P